[1]
21
Properties=species:S:1:pos:R:3:forces:R:3 method="wB97M-V/def2-TZVPD" charge=+1 lumo_energy_ev=-3.36 relative_energy_kj_mol=6.92 total_energy_ha=-642.73907 e_homo_ev=-12.7359 orbital_gap_ev=9.3755
I -0.45287 0.46665 -3.21611 0.475 -0.132 0.445
N -1.31026 1.43756 0.14507 0.454 -0.483 0.375
N -1.62184 -0.88196 0.07848 -3.464 1.950 1.850
C 0.28310 0.10125 -1.26911 -4.691 1.038 1.060
C 1.44651 -0.22964 -0.79572 1.813 -0.616 -0.377
C 1.55969 -0.59694 0.62423 1.552 -1.138 -0.803
C 2.68171 -0.45561 -1.66805 -1.482 0.080 1.789
C -2.40579 1.81215 0.92886 -2.669 0.862 0.264
C -1.03891 0.24422 -0.23690 4.742 -1.612 -3.444
H -1.58073 -1.66581 -0.48725 0.794 -1.682 -1.447
H 2.81510 -1.57032 -1.66697 0.192 1.113 -0.672
H 2.38567 -0.23159 1.19177 0.774 0.483 0.011
H -3.36571 1.31857 0.59898 0.865 1.072 -0.355
H -2.37719 1.48969 1.93549 0.685 -0.307 1.363
H -2.57605 -0.80496 0.49952 1.162 -0.176 -0.093
H -0.50217 2.00874 0.23653 0.598 0.810 -0.638
H -2.39844 2.91673 0.92460 -0.784 -0.626 -0.036
H 2.42832 0.08415 -2.57459 0.868 -0.583 -0.554
H 1.61126 -1.67041 0.64456 0.417 -0.770 0.084
H 0.70447 -0.41370 1.13025 -2.635 0.905 1.837
H 3.46936 0.02050 -1.07434 0.334 -0.188 -0.661



[2]
19
Properties=species:S:1:pos:R:3:forces:R:3 method="wB97M-V/def2-TZVPD" charge=0 lumo_energy_ev=-4.13 relative_energy_kj_mol=692.40 total_energy_ha=-667.03116 e_homo_ev=-7.2552 orbital_gap_ev=3.1273
S -0.64022 3.32393 0.72457 -0.124 0.013 -0.440
N 2.24812 1.78174 0.69814 -0.317 -0.319 -0.642
N 0.55616 -1.42794 -0.02457 -1.025 -0.603 -0.352
C 0.75926 -2.81304 0.08898 0.357 -1.866 -1.861
C -1.95408 0.95562 -1.24536 1.483 -1.319 0.514
C -0.87110 0.36965 -0.67974 -0.674 0.698 -0.268
C -0.75760 -1.08756 -0.43744 0.933 0.759 -0.222
H 1.79249 -3.10842 0.25467 0.036 0.436 0.780
H -2.14444 2.00455 -1.06211 0.049 0.060 -0.755
H -1.38215 -1.33441 0.45265 -0.115 -0.117 -0.002
H 0.58830 -3.37303 -0.90661 -0.175 0.955 0.745
H 3.14085 2.04725 1.07958 -0.196 0.143 0.231
H -1.22950 -1.67089 -1.26412 0.395 -0.009 0.365
H 0.00516 0.92566 -0.33730 -0.460 0.298 0.286
H 1.93978 0.87942 1.03015 0.222 0.002 0.158
H 1.48427 2.45005 0.80688 0.624 -0.010 0.277
H -2.52220 0.26717 -1.86761 -0.892 0.479 0.401
H 0.06435 -3.39117 0.72302 0.053 0.457 0.287
H -1.07745 3.20142 1.96620 -0.173 -0.054 0.499



[3]
30
Properties=species:S:1:pos:R:3:forces:R:3 method="wB97M-V/def2-TZVPD" charge=0 lumo_energy_ev=0.79 relative_energy_kj_mol=0.00 total_energy_ha=-808.04085 e_homo_ev=-9.4964 orbital_gap_ev=10.2836 smiles="CC[C@](C)(O)[P@@](C)(=O)C(C)C"
P -0.55149 -0.73155 -0.24393 0.152 -0.108 -1.925
O 0.36899 0.14457 1.99059 -0.708 0.479 1.284
O -1.16260 -1.79249 0.58301 -0.250 -0.687 0.527
C 0.81716 0.02153 0.67432 1.278 1.909 1.344
C -2.32333 1.08145 0.72207 2.519 -0.253 -0.302
C 1.11368 1.54023 0.31318 1.608 -2.507 0.111
C 2.04481 -0.94426 0.72720 -0.488 1.785 -0.534
C -1.79976 0.57219 -0.67431 0.064 -0.090 0.882
C -2.95904 -0.13176 -1.40268 0.518 -0.545 0.969
C 0.13386 -1.36055 -1.88586 -0.938 0.348 1.858
C 3.09256 -0.51638 1.79499 -0.866 2.510 0.588
H 0.59531 -2.36195 -1.78153 0.541 1.010 0.100
H 2.40540 -0.85209 -0.30784 0.761 -0.473 0.368
H 1.80064 1.40572 -0.51064 0.135 0.882 -0.660
H 1.62769 2.09820 1.11459 -0.295 -0.601 -0.180
H -2.61632 0.12343 1.17426 -0.356 0.714 0.468
H 0.01624 -0.69723 2.25920 -0.488 -0.769 0.356
H 2.86531 -0.48826 2.92085 -0.400 -0.739 -1.817
H -1.44083 1.53023 1.33143 -1.889 -0.626 -0.890
H -1.29915 1.35542 -1.28229 -0.513 -0.371 0.206
H -3.66971 0.52797 -1.84479 -0.577 0.656 -0.066
H 0.67709 -0.48524 -2.29818 -0.144 -1.067 -0.377
H 0.22004 2.03247 0.06298 -0.934 0.718 -0.501
H 4.03745 -1.00754 1.68091 0.495 -0.252 -0.247
H 1.58527 -1.90304 0.83282 0.175 -1.011 0.336
H 3.21889 0.61554 1.62305 0.348 -1.623 0.056
H -3.12754 1.78040 0.55620 -0.313 0.143 0.270
H -2.54823 -0.71191 -2.17601 0.387 -0.644 -1.480
H -3.45766 -0.90571 -0.78599 0.171 0.780 0.112
H -0.81201 -1.62225 -2.34623 0.006 0.433 -0.855



[4]
22
Properties=species:S:1:pos:R:3:forces:R:3 method="wB97M-V/def2-TZVPD" charge=0 lumo_energy_ev=-1.27 relative_energy_kj_mol=167.61 total_energy_ha=-805.05530 e_homo_ev=-9.2298 orbital_gap_ev=7.9577
Si -0.12998 0.07830 0.39558 -0.257 -1.797 -3.055
O 1.71195 -1.58725 1.36194 1.523 0.795 0.805
O -2.68667 -0.77533 1.21089 0.359 -0.938 -0.234
O 0.46583 2.68083 1.19141 0.056 -0.399 -0.029
N 0.46180 -0.29542 -2.12430 0.448 2.071 3.245
C -2.01492 0.17614 0.91101 -0.121 -0.243 0.174
C -2.49012 1.54382 1.10488 -4.325 -0.897 -0.324
C 0.64738 -1.65342 0.80967 0.278 0.335 0.642
C 2.36018 1.48445 0.26145 -0.965 -0.035 2.277
C 0.14638 -2.98122 0.42794 -0.241 -0.113 -0.304
C 0.91800 1.65615 0.73448 0.543 -0.063 -0.562
H 2.73077 0.78334 1.11411 0.113 1.250 -1.516
H 2.35649 0.91713 -0.66686 0.409 0.158 -0.049
H -0.42897 -0.30519 -2.63089 0.206 0.571 0.157
H -3.57785 1.60870 1.52816 2.032 -0.320 -0.688
H -2.46631 2.03808 0.17216 0.172 0.917 -1.078
H -0.85935 -3.10864 0.85508 0.399 -0.559 -0.152
H 2.74805 2.52678 0.25471 0.447 -1.038 -0.158
H -1.81334 1.95240 1.73425 2.034 1.994 2.079
H 0.94068 -3.76294 0.52206 -0.971 0.590 0.646
H 0.92304 0.68784 -2.17515 -1.450 -1.982 -0.449
H 0.06078 -2.82472 -0.61900 -0.687 -0.295 -1.427



[5]
23
Properties=species:S:1:pos:R:3:forces:R:3 method="wB97M-V/def2-TZVPD" charge=0 lumo_energy_ev=1.02 relative_energy_kj_mol=263.42 total_energy_ha=-367.53096 e_homo_ev=-8.4609 orbital_gap_ev=9.4778 smiles=CCC[C@@H](CO)NC
O -2.47497 -2.02502 0.49552 -0.515 -0.164 -0.306
N 0.70100 -1.10784 1.06144 1.115 0.519 0.670
C 1.18282 -0.31569 2.21514 1.324 -0.890 0.479
C -0.50954 -0.59937 0.48193 -0.629 -1.332 -0.410
C 0.81132 0.98836 -1.10416 -1.324 1.007 -1.222
C -0.41506 0.73661 -0.21116 -1.473 -0.552 -1.217
C -1.31923 -1.73835 -0.24943 3.202 -1.120 0.074
C 0.43095 2.24051 -1.95268 0.626 -0.327 -0.512
H 1.07658 -0.98949 3.05841 -0.236 0.341 0.645
H 1.46903 -1.36272 0.44949 -0.392 0.373 -0.253
H 1.01680 2.32927 -2.87916 0.707 0.413 0.713
H -0.62121 -2.67232 -0.17770 -1.082 1.510 -0.445
H 2.26081 -0.06231 2.23782 -0.194 -0.498 -0.698
H -0.74126 1.45678 0.54151 1.019 0.711 -0.190
H 0.47565 3.07194 -1.26938 0.307 0.796 -0.264
H -2.41835 -2.96124 0.69310 -0.356 0.016 0.135
H -0.55150 2.28590 -2.42716 -0.452 -0.700 0.707
H 1.81360 1.10343 -0.68298 -0.390 0.256 0.567
H -1.47079 -1.52837 -1.32803 -0.437 0.015 0.584
H -1.31058 0.77666 -0.91613 1.017 -0.055 0.662
H -1.14018 -0.48764 1.33671 -0.580 0.420 0.672
H 0.78449 0.66565 2.45900 -0.955 -0.081 -0.502
H 0.94960 0.19524 -1.83209 -0.302 -0.659 0.110



[6]
19
Properties=species:S:1:pos:R:3:forces:R:3 method="wB97M-V/def2-TZVPD" charge=+1 lumo_energy_ev="-3.61 / -8.45" relative_energy_kj_mol=112.19 total_energy_ha=-670.76802 e_homo_ev="-14.1149 / -13.9687" spin_multiplicity=2 orbital_gap_ev="10.5022 / 5.5231"
S 0.95141 -0.75435 -0.92802 1.233 0.452 1.080
O -1.93547 0.59569 -0.93972 -0.046 1.808 0.415
C -2.40633 0.59261 0.41479 0.116 -0.581 -0.558
C 2.72610 -0.53267 -1.21462 0.022 -0.327 -0.377
C 0.84281 -0.55178 0.85567 -0.295 0.106 1.860
C -1.38379 0.72971 1.56512 -0.279 0.235 0.849
C 0.09998 0.72740 1.33524 0.778 1.586 -1.256
H 0.61381 1.14943 2.20263 -0.122 -1.024 0.671
H 3.08980 -1.53919 -1.44221 -0.032 -0.145 -0.023
H -1.60568 1.64949 2.12765 0.149 0.072 -0.499
H 1.77037 -0.42186 1.42553 0.525 -0.561 -1.173
H 3.30167 -0.16157 -0.37018 -0.461 0.136 0.166
H 0.49436 1.54152 0.69885 -0.885 -0.148 -0.586
H -2.94578 -0.35200 0.46607 -0.329 0.120 0.700
H 0.37337 -1.43115 1.31754 -0.158 -0.053 -0.554
H 2.92098 0.05971 -2.10952 -0.334 0.080 0.014
H -3.07981 1.44267 0.49902 -0.176 -0.264 -0.265
H -1.32041 -0.09466 -1.09988 0.347 -1.092 -0.149
H -1.59499 0.00106 2.35391 -0.054 -0.402 -0.313



[7]
13
Properties=species:S:1:pos:R:3:forces:R:3 method="wB97M-V/def2-TZVPD" charge=0 lumo_energy_ev=0.97 relative_energy_kj_mol=451.87 total_energy_ha=-302.72523 e_homo_ev=-8.6747 orbital_gap_ev=9.6477 smiles=CNO.NO
O -0.90859 1.70234 -0.23774 0.578 -0.687 0.249
O 2.55997 -0.80749 -0.49114 -0.138 0.450 0.200
N -0.92270 0.45348 0.44686 -1.462 -0.411 1.009
N 1.80474 0.05873 0.38360 -1.804 -0.082 -1.448
C -1.54736 -0.61961 -0.30063 0.409 0.644 -0.004
H -2.61363 -0.41157 -0.39756 -0.061 -0.206 -0.062
H -1.39544 -1.53877 0.26267 -0.095 -0.016 0.048
H 0.94808 0.47460 -0.21571 3.432 -0.815 1.522
H 2.53678 -1.67575 -0.06852 -0.153 0.272 0.086
H -1.67751 2.18670 0.09289 0.182 -0.206 0.150
H 2.46579 0.73430 0.76552 -0.340 0.167 -0.658
H -0.13276 0.19222 1.05781 -0.554 0.931 -0.972
H -1.11736 -0.74917 -1.29804 0.006 -0.042 -0.121



[8]
21
Properties=species:S:1:pos:R:3:forces:R:3 method="wB97M-V/def2-TZVPD" charge=+1 lumo_energy_ev="-4.01 / -6.00" relative_energy_kj_mol=0.00 total_energy_ha=-1686.75560 e_homo_ev="-12.6563 / -12.6765" spin_multiplicity=6 orbital_gap_ev="8.6485 / 6.6732"
Fe 0.39523 -1.21330 4.03019 0.101 -0.892 0.775
O 0.16416 0.25621 2.79052 1.279 1.272 0.143
O -0.03242 0.42442 0.51223 -0.733 0.334 0.906
O -0.04933 -0.55869 -2.20954 -0.205 -0.057 0.627
C -1.57297 1.65379 1.82473 -0.098 0.049 0.110
C 1.03326 -0.67957 -1.32411 0.264 0.047 -0.391
C -0.77212 0.38497 1.70029 -0.255 0.130 -2.065
C 0.34442 -0.45073 -3.55440 0.249 0.041 -0.527
C 0.53287 -0.80622 0.09117 -0.002 -0.573 0.063
H 0.90979 -1.34260 -3.87637 -0.148 0.216 0.063
H 0.86353 0.94589 2.66001 -0.648 -0.480 0.120
H -2.27931 1.71404 0.98822 0.203 -0.024 0.221
H -0.56322 -0.36240 -4.16250 0.255 -0.033 0.217
H 1.37608 -1.07683 0.74574 -0.031 0.030 -0.139
H 1.70248 0.19651 -1.40710 -0.118 -0.179 0.061
H -0.91188 2.53056 1.78836 -0.149 -0.232 -0.012
H 0.97405 0.44108 -3.71588 -0.158 -0.206 0.033
H -1.39112 -0.52386 1.75913 0.097 0.148 0.003
H -2.13118 1.65405 2.76805 0.095 0.056 -0.212
H 1.62923 -1.57960 -1.56293 -0.084 0.176 0.094
H -0.22155 -1.60774 0.15418 0.086 0.177 -0.090